Computed, not measured: C13H17Br24FNO2 as an isolated structure in a non-equilibrium geometry, with ωB97M-V/def2-TZVPD.

Geometry (Å):
C 1.3861 1.0921 -0.8354
C 1.5636 0.6836 -2.3464
C 0.2023 0.2353 -2.9849
C -1.0296 0.2310 -2.0355
F -1.0452 -0.8902 -1.1677
C 2.5717 -0.5397 -2.2931
O 1.9550 -1.8420 -2.0095
N 1.8507 -2.0833 -0.6849
O 1.0871 -2.9876 -0.4924
H 2.4022 1.3128 -0.4460
H 0.8364 2.0607 -0.8080
H 0.9036 0.3080 -0.1918
H 0.2347 -0.7612 -3.4840
H -0.0342 0.9749 -3.7982
H -1.9267 0.0821 -2.6928
H -1.2013 1.1741 -1.4881
H 3.3054 -0.3022 -1.4818
H 3.1602 -0.5465 -3.2365
C -3.5249 2.6486 1.0565
Br -3.9042 2.0496 -0.7469
Br -1.6349 2.7202 1.4417
Br -4.3540 4.3556 1.4453
H -3.9745 1.9207 1.7131
C -2.5500 -0.7689 3.8116
Br -4.3212 0.0171 3.8253
Br -1.6043 -0.5395 2.1381
Br -1.4737 -0.1451 5.2924
H -2.6836 -1.8357 3.9443
C -5.0071 6.3805 -2.1286
Br -5.3761 5.7644 -3.9258
Br -3.1108 6.4166 -1.7591
Br -5.8422 8.0907 -1.7699
H -5.4493 5.6612 -1.4482
C -3.9326 -1.0489 -5.3753
Br -5.6075 -1.8162 -4.7793
Br -3.8525 -0.9116 -7.3049
Br -3.5754 0.6472 -4.5197
H -3.1453 -1.7293 -5.0720
C 1.0543 6.0979 2.2627
Br -0.4336 5.8492 1.0463
Br 0.6893 5.3204 3.9992
Br 2.7269 5.4632 1.5328
H 1.1645 7.1647 2.4112
C 3.5206 -2.7864 1.2485
Br 4.3097 -1.2147 2.0525
Br 4.4517 -3.3141 -0.3629
Br 3.3930 -4.2529 2.5129
H 2.5093 -2.5208 0.9586
C 5.9364 -7.3273 -0.7162
Br 6.3942 -6.4489 -2.3778
Br 4.7488 -8.8283 -1.0024
Br 7.5136 -7.8403 0.2816
H 5.3980 -6.6046 -0.1126
C 1.0037 -2.8846 6.6497
Br 1.4505 -1.9991 4.9918
Br -0.1770 -4.3917 6.3611
Br 2.5858 -3.3916 7.6438
H 0.4621 -2.1693 7.2575

Force components x, y, z for each atom (eV/Å):
C 0.260 0.476 -1.195
C 0.669 -2.095 1.327
C 0.175 0.838 0.379
C -0.582 -0.444 -1.957
F 0.188 0.653 0.095
C 0.067 3.291 -0.165
O 0.157 -0.158 0.429
N -1.334 -0.050 -2.060
O 0.292 0.173 0.370
H -0.583 -0.154 0.024
H 0.051 -0.630 0.401
H 0.076 0.540 -0.027
H 0.040 0.503 0.330
H -0.280 -0.529 0.525
H 0.712 0.113 0.836
H 0.473 -0.602 0.144
H -0.478 -0.464 -0.506
H -0.653 -1.090 0.422
C 0.259 0.013 -0.141
Br 0.031 0.199 0.280
Br -0.489 0.048 -0.298
Br -0.052 -0.087 -0.064
H 0.001 -0.040 0.107
C 0.388 -0.205 -0.234
Br 0.216 -0.004 -0.061
Br -0.340 -0.470 0.298
Br -0.448 0.196 -0.013
H -0.045 0.120 0.073
C 0.083 -0.088 0.028
Br 0.067 0.114 0.253
Br -0.239 0.032 -0.118
Br 0.114 -0.202 -0.066
H 0.057 0.062 -0.056
C 0.030 0.095 0.080
Br 0.195 0.118 -0.104
Br -0.047 -0.007 0.248
Br -0.340 -0.157 -0.453
H -0.071 0.068 -0.023
C -0.023 0.103 -0.082
Br 0.461 0.355 0.175
Br 0.023 0.042 -0.241
Br -0.298 0.000 0.055
H -0.026 -0.113 0.024
C 0.193 -0.164 0.392
Br -0.068 -0.213 -0.084
Br 0.259 -0.121 0.422
Br 0.146 0.093 -0.159
H 0.514 -0.154 0.449
C -0.038 0.069 -0.026
Br -0.058 -0.160 0.248
Br 0.201 0.190 0.026
Br -0.198 0.039 -0.156
H 0.046 -0.043 -0.065
C 0.003 0.153 -0.184
Br 0.244 -0.341 0.246
Br 0.163 0.173 0.025
Br -0.198 0.026 -0.133
H 0.034 -0.108 -0.040

orbital gap = 3.62 eV
LUMO energy = 1.39 eV
E = -1703071.71671 eV
total charge = -1
spin multiplicity = 1

Here are the Löwdin charges for atoms 1 to 8, given in e: C -0.198; C -0.329; C -0.223; C -0.266; F -0.125; C -0.232; O -0.116; N -0.193